(1)
11
Properties=species:S:1:pos:R:3 method="wB97M-V/def2-TZVPD" total_charge=0 largest_force_ha_per_bohr=0.0679 smiles="[H]/N=c1/[nH]nc(O)[nH]1" homo_ev=-8.1202 de_lowest_kcal_mol=37.0 homo_lumo_gap_ev=8.423 lumo_ev=0.3032
C -0.107 -1.041 -0.619
C 0.052 0.959 0.308
H -0.571 -2.751 0.135
H 0.909 1.587 -1.534
H 0.219 2.072 2.050
H -0.927 -0.574 1.396
N 0.473 -0.415 -1.555
N 0.450 0.878 -1.006
N 0.231 2.026 0.982
N -0.305 -0.356 0.592
O -0.426 -2.384 -0.749


(2)
145
Properties=species:S:1:pos:R:3 method="wB97M-V/def2-TZVPD" total_charge=0 largest_force_ha_per_bohr=0.1015 smiles="COC(=O)OC.COC(=O)OC.COC(=O)OC.COC(=O)OC.COC(=O)OC.COC(=O)OC.COC(=O)OC.O=C1CCCO1.O=C1CCCO1.O=C1CCCO1.O=C1CCCO1.C1CCOC1" homo_ev=-9.5417 de_lowest_kcal_mol=90.5 homo_lumo_gap_ev=9.788 lumo_ev=0.2467
C 3.594 -6.626 -3.380
O 3.135 -6.224 -2.138
C 2.642 -4.985 -2.006
O 2.464 -4.229 -2.963
O 2.424 -4.758 -0.746
C 1.987 -3.519 -0.319
H 3.881 -7.669 -3.250
H 4.452 -6.010 -3.654
H 2.831 -6.572 -4.157
H 1.089 -3.276 -0.888
H 2.750 -2.744 -0.370
H 1.696 -3.535 0.732
C 1.890 -1.630 4.231
O 2.868 -2.358 3.595
C 2.945 -3.642 3.804
O 2.490 -4.247 4.766
O 3.675 -4.204 2.811
C 4.119 -5.558 2.771
H 0.939 -2.125 4.034
H 1.715 -0.631 3.833
H 1.973 -1.612 5.317
H 5.054 -5.775 3.286
H 4.275 -5.976 1.777
H 3.384 -6.125 3.342
C -3.672 3.599 -2.677
O -3.424 2.888 -1.507
C -4.359 2.510 -0.672
O -5.556 2.822 -0.687
O -3.737 1.690 0.216
C -4.489 1.117 1.287
H -4.365 3.066 -3.328
H -2.650 3.645 -3.055
H -4.019 4.597 -2.409
H -5.445 0.785 0.881
H -4.737 1.843 2.062
H -3.985 0.260 1.734
C 2.488 0.416 1.280
O 1.505 0.167 0.289
C 0.341 -0.439 0.602
O 0.160 -1.303 1.464
O -0.546 0.056 -0.293
C -1.825 -0.580 -0.530
H 2.876 -0.506 1.712
H 2.069 1.006 2.094
H 3.225 1.039 0.773
H -2.366 0.204 -1.059
H -2.223 -0.824 0.455
H -1.691 -1.456 -1.164
C -0.875 8.266 -0.170
O -0.001 7.156 -0.418
C -0.077 6.001 0.232
O -1.060 5.654 0.966
O 1.025 5.331 -0.107
C 1.200 3.984 0.274
H -0.572 9.032 -0.883
H -0.813 8.566 0.876
H -1.901 8.046 -0.461
H 0.336 3.327 0.179
H 1.384 3.950 1.348
H 2.061 3.529 -0.217
C -4.176 -0.851 -3.203
O -5.013 -1.102 -4.355
C -5.397 -2.423 -4.618
O -4.971 -3.482 -4.078
O -6.303 -2.561 -5.680
C -6.833 -1.483 -6.453
H -4.422 0.071 -2.676
H -3.108 -0.973 -3.384
H -4.376 -1.638 -2.476
H -7.743 -1.011 -6.082
H -6.993 -1.846 -7.468
H -6.075 -0.712 -6.594
C 0.083 1.850 -3.095
O -0.019 3.267 -2.938
C 0.969 4.057 -3.347
O 2.027 3.675 -3.788
O 0.620 5.376 -3.227
C -0.710 5.858 -3.182
H -0.863 1.419 -2.768
H 0.742 1.351 -2.384
H 0.262 1.441 -4.090
H -0.751 6.936 -3.023
H -1.297 5.351 -2.416
H -1.218 5.677 -4.129
C -3.434 -5.381 -0.610
C -2.337 -6.288 -1.019
C -1.191 -5.369 -1.429
O -1.348 -4.353 -0.426
C -2.670 -4.255 0.090
H -4.036 -5.970 0.081
H -4.111 -5.108 -1.418
H -2.544 -6.978 -1.837
H -1.972 -6.877 -0.179
H -1.275 -4.969 -2.439
H -0.190 -5.798 -1.380
H -3.112 -3.377 -0.382
H -2.680 -4.110 1.170
O 4.334 1.104 -1.527
C 3.693 0.587 -2.424
O 2.977 -0.526 -2.260
C 2.709 -1.201 -3.513
C 2.866 -0.160 -4.580
C 3.733 0.921 -3.914
H 1.736 -1.667 -3.670
H 3.553 -1.891 -3.526
H 1.903 0.184 -4.956
H 3.435 -0.619 -5.389
H 3.454 1.947 -4.153
H 4.792 0.879 -4.170
O 4.873 1.142 3.191
C 5.913 1.271 2.517
O 6.732 2.217 2.784
C 7.879 2.365 1.976
C 7.906 0.974 1.273
C 6.456 0.426 1.348
H 8.771 2.486 2.591
H 7.819 3.237 1.325
H 8.626 0.270 1.689
H 8.153 1.234 0.244
H 6.389 -0.659 1.428
H 5.864 0.775 0.502
O -4.577 0.950 5.739
C -3.802 0.145 5.256
O -3.479 0.116 3.916
C -2.498 -0.815 3.630
C -1.934 -1.203 5.005
C -3.082 -0.899 6.020
H -1.770 -0.273 3.025
H -2.923 -1.719 3.195
H -1.011 -0.657 5.199
H -1.625 -2.247 5.052
H -2.843 -0.552 7.025
H -3.758 -1.747 6.125
O 0.758 1.758 3.954
C -0.330 2.366 4.174
O -0.839 2.614 5.410
C -1.841 3.645 5.313
C -2.288 3.525 3.877
C -1.044 3.140 3.104
H -1.436 4.647 5.457
H -2.605 3.458 6.067
H -2.837 4.417 3.574
H -3.066 2.762 3.886
H -0.473 3.950 2.650
H -1.351 2.502 2.275


(3)
13
Properties=species:S:1:pos:R:3 method="wB97M-V/def2-TZVPD" total_charge=0 largest_force_ha_per_bohr=0.1032 smiles="O=C1COC1.O=NO" homo_ev=-10.0590 de_lowest_kcal_mol=134.8 homo_lumo_gap_ev=10.583 lumo_ev=0.5240
C 0.823 -0.931 -0.737
C 0.976 0.695 0.527
C -0.138 0.134 -0.383
N -4.009 -0.287 -0.048
O -5.135 -0.453 0.176
O -3.410 0.748 0.725
O 1.783 -0.401 0.307
O -1.205 0.441 -0.734
H 0.591 -2.073 -0.697
H 1.081 -0.646 -1.786
H 1.244 1.655 -0.018
H 0.847 0.767 1.654
H -2.594 0.975 0.387


(4)
41
Properties=species:S:1:pos:R:3 method="wB97M-V/def2-TZVPD" total_charge=+1 largest_force_ha_per_bohr=0.0322 homo_ev=-11.2741 de_lowest_kcal_mol=35.6 homo_lumo_gap_ev=8.863 lumo_ev=-2.4107
C 0.112 3.536 -0.799
C 1.100 2.382 -0.812
C 1.208 1.769 -2.228
C 0.318 0.578 -2.446
C -0.836 0.610 -3.108
N 0.892 -0.594 -1.942
N 0.729 1.372 0.209
H -0.922 3.173 -0.832
H 0.199 4.120 0.117
H 0.180 4.154 -1.689
H 2.071 2.744 -0.520
H 2.243 1.436 -2.364
H 1.136 2.528 -3.004
H -1.238 1.571 -3.406
H -1.389 -0.272 -3.404
H 1.873 -0.718 -2.102
H 0.330 -1.424 -1.935
H 1.200 0.424 0.172
H -0.293 1.218 0.106
H 0.964 1.624 1.176
H -3.153 -2.421 -1.083
H -2.499 -2.370 0.362
O -2.467 -2.034 -0.537
H 3.246 -0.741 0.597
H 2.241 -1.111 1.686
O 2.387 -0.481 0.952
H 0.672 -2.692 2.095
H 1.360 -2.880 3.459
O 1.422 -2.403 2.626
H -2.700 1.397 0.631
H -2.308 0.178 -0.445
O -2.054 0.827 0.220
H -2.963 -1.148 4.295
H -3.350 0.317 4.118
O -2.742 -0.357 3.793
H -0.353 -3.381 -2.183
H -0.832 -4.823 -2.022
O -0.273 -4.153 -1.617
H 1.964 0.597 3.476
H 0.454 0.863 3.637
O 1.187 0.924 3.014


(5)
11
Properties=species:S:1:pos:R:3 method="wB97M-V/def2-TZVPD" total_charge=0 largest_force_ha_per_bohr=0.0707 homo_ev="-7.5594 / -7.8124" de_lowest_kcal_mol=132.4 homo_lumo_gap_ev="6.632 / 7.294" lumo_ev="-0.9271 / -0.5186"
C 0.451 -0.420 -0.656
C -0.641 -0.891 -1.302
N 0.508 0.636 0.249
N -0.625 1.075 0.790
S -1.983 1.199 -0.025
S -1.386 -2.363 -1.761
S -0.596 0.316 2.607
H 1.522 -0.633 -0.910
H 1.318 0.608 1.021
H -2.177 -1.778 -2.697
H -1.704 -0.375 2.821